(1)
Below is a cluster of 10 separate species, C33H32F10NO29 in total at a distorted geometry, with properties calculated with ωB97M-V with the def2-TZVPD basis set.

Values from the calculation:
* HOMO: -12.271 eV
* orbital gap: 0.236 Ha
* charge: +1

Atoms and positions in Å:
O1 -4.1177 1.6979 -2.5370
C1 -4.4643 1.7681 -3.6938
O2 -3.5939 2.0671 -4.6945
C2 -5.9192 1.4723 -4.0026
C3 -6.2615 0.4840 -4.8968
C4 -7.5851 0.2419 -5.0935
N1 -8.4974 0.9460 -4.4430
C5 -8.1898 1.9164 -3.5897
C6 -6.8902 2.1937 -3.3342
F1 -6.5672 3.1191 -2.4755
H1 -2.9762 1.3198 -4.7291
H2 -5.4912 -0.0771 -5.4053
H3 -7.8824 -0.5287 -5.7925
H4 -9.4719 0.7200 -4.6128
H5 -9.0013 2.4601 -3.1229
C7 -1.5020 1.8107 -0.1220
C8 -0.6256 0.6596 -0.5409
O3 0.4202 0.7026 0.4104
C9 -0.1135 1.2317 1.5456
O4 0.3922 1.1687 2.6161
O5 -1.3034 1.8293 1.2951
F2 -0.1036 0.8563 -1.7818
H6 -1.1743 2.7598 -0.5504
H7 -2.5490 1.6551 -0.3691
H8 -1.1099 -0.3092 -0.5027
C10 2.8939 -0.2836 2.6337
C11 3.5729 -1.3486 1.8179
O6 4.8647 -0.8096 1.6146
C12 5.1232 -0.0095 2.6956
O7 6.1974 0.3858 2.9921
O8 3.9853 0.2606 3.3861
F3 2.9673 -1.5132 0.6088
H9 2.4567 0.4944 2.0195
H10 2.1282 -0.6852 3.2907
H11 3.6552 -2.3174 2.3140
C13 4.0066 -1.9377 -2.0321
C14 5.0256 -2.9608 -2.4563
O9 4.7952 -3.0721 -3.8475
C15 4.3102 -1.8609 -4.2600
O10 4.2520 -1.5113 -5.3880
O11 3.9077 -1.1144 -3.1987
F4 4.7902 -4.1664 -1.8691
H12 3.0350 -2.3855 -1.8191
H13 4.3255 -1.3619 -1.1716
H14 6.0618 -2.6674 -2.2791
C16 -1.2366 4.7262 -5.4728
C17 -0.5913 3.6930 -6.3593
O12 0.6707 4.2608 -6.6328
C18 0.9870 5.0456 -5.5539
O13 2.0676 5.4594 -5.3208
O14 -0.1119 5.2754 -4.7858
F5 -1.2712 3.5413 -7.5277
H15 -1.7321 5.5113 -6.0447
H16 -1.9481 4.2991 -4.7777
H17 -0.4559 2.7138 -5.8918
C19 -1.9210 1.5512 5.3011
C20 -3.1236 2.3259 5.7707
O15 -4.1172 1.9424 4.8305
C21 -3.7931 0.6863 4.4099
O16 -4.5312 -0.0384 3.8283
O17 -2.5195 0.3737 4.7449
F6 -2.9247 3.6625 5.6805
H18 -1.3674 2.0768 4.5217
H19 -1.2388 1.3002 6.1097
H20 -3.4587 2.0778 6.7793
C22 4.6361 -2.6216 7.2003
C23 4.0412 -1.6131 6.2524
O18 2.9661 -1.0787 6.9975
C24 3.3218 -1.1752 8.3162
O19 2.7868 -0.5958 9.1963
O20 4.3731 -2.0205 8.4717
F7 3.5411 -2.2167 5.1369
H21 4.1337 -3.5887 7.1424
H22 5.7025 -2.7677 7.0473
H23 4.7193 -0.8092 5.9606
C25 5.8489 -6.6588 -0.4734
C26 6.7411 -7.8060 -0.8723
O21 7.7709 -7.7466 0.0970
C27 7.2162 -7.2105 1.2255
O22 7.7060 -7.2548 2.3007
O23 6.0223 -6.6250 0.9463
F8 7.2801 -7.6142 -2.1019
H24 6.1762 -5.7136 -0.9009
H25 4.8065 -6.8229 -0.7362
H26 6.2626 -8.7866 -0.8364
C28 -5.2903 6.7365 -1.2911
C29 -4.0738 6.3665 -0.4813
O24 -3.2896 5.6465 -1.4195
C30 -3.6010 6.1425 -2.6506
O25 -2.9529 5.9628 -3.6268
O26 -4.7432 6.8716 -2.6073
F9 -4.3918 5.5473 0.5486
H27 -6.0412 5.9443 -1.2888
H28 -5.7526 7.6634 -0.9614
H29 -3.5027 7.2170 -0.1063
C31 -1.5855 -3.7967 2.0603
C32 -0.9887 -3.0450 0.8973
O27 0.3899 -3.3003 1.0331
C33 0.5032 -4.5231 1.6448
O28 1.4952 -5.1618 1.6781
O29 -0.6808 -4.8958 2.1953
F10 -1.1981 -1.7009 1.0071
H30 -1.5822 -3.2052 2.9775
H31 -2.5978 -4.1431 1.8668
H32 -1.3276 -3.3851 -0.0837

---

(2)
Below is an isolated molecule of C6H13N3O2 at a distorted geometry, with properties calculated with ωB97M-V with the def2-TZVPD basis set.

Values from the calculation:
* 2S+1: 3
* HOMO (spin up / spin down): -5.805 / -8.790 eV
* ⟨S²⟩: 2.009
* orbital gap (spin up / spin down): 0.241 / 0.238 Ha
* energy above the lowest of the compared OMol25 structures with the same formula, charge and spin: 267.5 kJ/mol

Atoms and positions in Å:
C1 0.2212 -0.6457 1.1080
C2 -0.2248 0.4552 -1.4196
C3 -1.0471 0.0323 0.8668
C4 0.6455 1.6539 -1.4324
C5 -1.5496 1.3738 1.4556
C6 2.2753 -1.6714 0.0818
N1 0.4513 -0.6683 -1.2349
N2 1.1785 -0.6210 -0.0635
N3 -2.0387 -0.6116 0.1853
O1 -1.7864 -1.7478 -0.2607
O2 -3.1673 -0.1391 -0.0248
H1 0.6644 -0.1399 1.9373
H2 0.1845 -1.6701 1.2697
H3 -1.0472 0.4465 -2.0184
H4 0.7635 2.1049 -0.3726
H5 0.1941 2.5099 -2.0375
H6 1.6194 1.2857 -1.7886
H7 -2.2100 1.9601 0.8248
H8 -0.6406 2.0116 1.6201
H9 -2.0604 1.2853 2.4961
H10 3.2458 -1.3125 -0.2845
H11 2.3587 -1.8402 1.1150
H12 1.9841 -2.4925 -0.5493
H13 -0.0143 -1.5592 -1.4739

---

| no. | molar mass (g/mol) |
| --- | --- |
| 1 | 1096.58 |
| 2 | 159.19 |